No. 1
This record from the Open Molecules 2025 dataset describes a structure of composition C46H51N8OPRhS2 at a distorted geometry. The level of theory is the ωB97M-V functional and the def2-TZVPD basis.

```
110
Properties=species:S:1:pos:R:3
N 0.99 2.70 -0.97
Rh 0.86 0.81 -0.34
O -1.37 5.69 9.24
H -4.75 -2.13 2.82
C -1.75 3.86 3.51
C 0.23 2.76 -4.68
C 0.35 -3.34 -3.53
H 3.14 -6.65 1.40
C -0.94 1.89 4.65
N -0.60 -2.82 -1.32
H -2.51 -2.90 -2.13
H 3.79 -5.24 -0.41
H 1.43 -6.28 1.20
H 1.04 5.01 -3.31
H 1.14 -3.97 -3.11
H 5.80 2.77 1.72
C -1.21 5.20 8.16
H -0.03 6.17 6.69
C -1.12 2.60 3.46
H -3.54 -0.47 -3.29
H -1.89 5.05 -6.04
C 1.38 -3.73 2.02
C -0.33 4.03 -7.11
H 0.74 -2.87 -4.44
C -3.69 -2.38 2.79
C -1.99 3.67 5.89
C -1.09 4.33 -5.97
H 1.56 3.75 0.79
H -3.97 -4.37 1.99
C 1.08 4.43 -2.40
H 2.42 -5.17 3.24
H -1.90 4.40 2.59
C -1.38 2.42 5.86
H 0.82 -1.63 -2.27
C 0.70 3.10 -7.02
H -1.68 -4.54 0.99
N 2.91 1.17 1.25
C 0.44 2.08 -3.34
C -0.80 3.70 -4.77
C -1.81 -3.57 -1.62
H -1.99 1.11 -4.84
H 0.88 5.52 8.06
C 5.01 2.13 -0.19
C 5.00 2.27 1.20
H 5.84 2.52 -0.76
C -1.81 0.81 -3.81
H -2.38 -5.32 -2.75
H 1.69 -2.74 2.38
C 1.44 4.89 -1.11
H -0.78 -1.59 -3.01
C -1.95 -0.10 -1.77
C 0.06 5.32 7.37
C -1.48 -4.74 -2.55
H -1.23 1.87 6.78
C 2.51 -4.75 2.24
H -0.81 -0.61 2.04
C 1.37 3.81 -0.27
H -0.46 0.93 4.62
H -2.67 5.34 4.75
S 1.68 0.73 -3.37
C -1.39 -1.48 2.32
H -0.99 -1.87 3.28
H 2.22 -5.83 -0.98
H -3.22 -0.64 1.59
H -1.60 -4.04 2.68
C -0.86 -4.21 -3.84
C 2.21 -3.79 -0.24
H -2.95 -0.40 3.32
H 1.73 5.90 -0.85
C 3.96 1.51 -0.83
H -2.28 -3.92 -0.71
H 1.28 2.87 -7.90
C 0.80 3.08 -2.27
H -0.58 -5.05 -4.50
C -0.63 4.65 -8.36
C 2.71 -5.24 -0.20
H -3.77 -3.10 0.76
C 2.43 -5.85 1.18
C -0.69 2.05 2.22
C -1.92 -3.73 1.67
N -0.87 5.15 -9.37
H 3.83 1.84 2.97
H 3.49 -4.26 2.17
C -2.18 4.38 4.72
H 1.96 -3.49 -1.26
C 2.89 1.05 -0.06
P 0.00 -2.36 0.17
H 0.50 -4.03 2.59
H 0.28 4.44 6.77
C 3.91 1.76 1.89
C -0.40 1.53 1.16
H 1.78 1.75 -5.74
N 1.01 -3.68 0.59
N -0.83 0.62 -1.77
C -2.60 -0.01 -3.02
C -0.03 -2.24 -2.53
H -1.39 3.93 -3.89
H -2.25 -0.66 -0.90
C -3.42 -3.46 1.74
C -2.86 -1.12 2.50
C -0.73 1.21 -3.01
H -3.42 -2.77 3.78
C 0.98 2.48 -5.81
H -1.61 -3.61 -4.38
N 0.77 -1.02 0.27
S -2.59 4.31 7.44
N -1.23 -2.51 1.29
H 3.95 1.41 -1.91
H -0.76 -5.39 -2.04
H 2.98 -3.10 0.10
```

Results
Kohn-Sham gap (spin up / spin down) = 6.9 / 5.6 eV
Multiplicity = 5
Energy = -96463.5180 eV
LUMO energy (spin up / spin down) = 2.30 / 0.84 eV
⟨S²⟩ = 6.02
Energy above the lowest of the compared OMol25 structures with the same formula, charge and spin = 63.4 kcal per mole
HOMO level (spin up / spin down) = -4.60 / -4.76 eV
Net charge = -1

Results of the Mulliken charge analysis, in e, for atoms 1 through 2: 1.175 -0.560


No. 2
This record from the Open Molecules 2025 dataset describes a structure of composition C46H52BF2N6O4PbSTe at a distorted geometry. The level of theory is the ωB97M-V functional and the def2-TZVPD basis.

```
114
Properties=species:S:1:pos:R:3
C -4.76 -0.95 0.85
H 4.22 -4.57 -1.11
C 1.86 -6.65 1.38
H -2.84 -4.36 0.50
H 0.08 -3.08 -4.51
O -6.61 -1.19 -0.54
C 2.95 1.29 1.48
C 5.08 2.65 2.18
H 5.75 -2.91 -0.69
H 3.67 4.96 3.20
C 1.38 2.79 1.76
H -0.32 5.98 0.03
H 5.62 2.21 0.13
C 5.53 -2.87 1.46
S 0.77 -5.32 1.29
H -3.24 5.67 0.89
F -3.51 2.75 4.64
C 5.32 -2.25 0.07
C 2.63 3.42 2.16
H 5.26 3.45 2.91
C -2.30 1.86 -0.35
H -3.75 0.99 -1.60
H 5.49 3.93 0.47
C -2.61 -1.32 -2.47
C -6.00 -0.47 0.22
C -1.38 6.25 -0.02
H 3.69 5.57 0.78
C 3.86 -2.05 -0.18
H 2.92 6.84 1.74
C 3.00 -2.86 -0.84
H -1.43 -2.58 -5.28
C 1.64 -4.39 2.46
H 1.93 5.71 0.80
H -3.54 0.93 -3.85
H -1.48 7.30 0.27
C -4.19 3.61 -0.88
Te 1.04 -2.51 3.23
H 6.90 3.03 1.05
H 5.50 1.73 2.60
C -0.97 3.05 0.91
C 2.83 5.80 1.41
N 1.62 1.50 1.40
H -2.27 -4.07 2.16
O -2.71 1.12 3.10
N -0.98 -0.84 -0.93
H 2.60 -3.56 -3.51
H 5.85 -1.30 0.01
C -3.13 -2.39 1.23
H -3.53 3.13 -2.90
N -2.82 -1.33 1.94
H -1.85 5.51 1.95
B -2.54 2.05 4.06
N -1.15 1.83 0.36
H -4.71 -0.97 -2.68
H 3.69 -4.96 -3.51
Pb -0.05 -0.21 1.18
H -5.80 1.20 1.16
H -1.71 6.13 -1.05
H 1.69 -7.53 0.77
C -2.08 3.92 0.56
H 0.13 4.47 2.01
C -1.70 -3.56 -3.36
H -4.02 -2.09 -3.86
C 2.85 -6.40 2.27
N -4.29 -2.19 0.56
O -4.69 1.71 2.23
H 0.65 -3.60 -1.96
C 0.17 3.46 1.62
C -2.37 -3.64 1.17
H -0.97 -4.29 -5.28
C -0.65 -1.99 -1.56
C 2.72 -5.13 2.88
C -3.81 -0.42 1.73
H -4.96 4.18 -2.83
H 5.01 -3.83 1.52
C 1.69 -2.24 -0.74
C -2.78 0.82 -1.14
C -0.96 -3.36 -4.69
H -2.73 -3.86 -3.57
H -1.23 -4.39 -2.82
C -4.00 3.96 -2.36
H -2.81 -0.21 -4.97
C 3.07 -0.95 0.36
C -3.84 -1.16 -3.32
C 5.82 2.98 0.88
H 6.59 -3.04 1.66
C -2.20 5.36 0.93
H 4.68 0.11 1.21
C -2.91 3.18 -0.23
H -4.57 0.04 -4.97
C 3.61 2.49 1.98
C -2.14 -0.38 -1.46
H 3.65 -7.09 2.49
C 3.49 -3.99 -3.05
H -4.58 4.48 -0.36
H 3.40 -4.75 3.63
H 5.12 -2.22 2.23
C -3.81 0.88 2.35
F -1.33 2.26 4.54
H -4.73 -2.79 -0.12
H 1.92 5.11 3.24
N 1.77 -1.13 0.02
H 4.33 -3.33 -3.27
C 3.60 0.14 1.05
O -6.40 0.75 0.51
C -3.68 -0.03 -4.34
C -1.69 -2.33 -2.51
C 0.55 -2.68 -1.41
H -3.36 4.83 -2.47
C 3.31 -4.15 -1.54
C 2.76 4.84 2.60
H -1.37 -3.42 0.80
H 2.51 -4.86 -1.34
H -4.94 2.81 -0.79
```

Results
Kohn-Sham gap = 4.8 eV
Energy = -95174.6320 eV
LUMO energy = 1.48 eV
Energy above the lowest of the compared OMol25 structures with the same formula, charge and spin = 0.0 kcal per mole
HOMO level = -3.34 eV
Net charge = -1

Results of the Mulliken charge analysis, in e, for atoms 1 through 2: 0.061 0.482


No. 3
This record from the Open Molecules 2025 dataset describes a structure of composition C46H53BClIrN11S3 at a distorted geometry. The level of theory is the ωB97M-V functional and the def2-TZVPD basis.

```
116
Properties=species:S:1:pos:R:3
C 1.50 -1.71 -5.13
C 3.53 -1.81 -6.50
H -3.62 3.45 4.34
H -1.05 3.40 -6.97
C -2.34 4.56 3.03
H 4.37 5.99 -0.91
H 4.75 2.57 0.42
H 2.11 -1.11 4.15
N 1.81 0.88 -1.35
H 0.79 0.25 -6.93
C 3.06 2.79 -0.93
C 1.24 -1.75 4.21
H -1.96 -1.93 3.08
H 3.85 -0.65 1.80
N 0.23 1.68 -3.15
H 1.61 5.65 -4.44
N 2.05 2.20 -1.50
H 1.46 2.74 -6.74
C 4.32 4.96 -0.57
H -1.85 -4.06 4.33
C 0.76 5.70 -5.11
C 4.47 -0.04 1.14
H -3.26 1.31 3.13
C -0.94 1.89 -2.54
H 1.52 -3.87 -5.24
C 1.38 2.38 5.01
H -2.46 5.51 3.53
C 1.29 -2.94 4.90
H 1.14 4.45 -1.82
H -1.83 4.62 -4.22
C -2.97 3.42 3.48
C 1.67 3.72 -6.34
H 5.11 -0.72 0.58
C 1.75 3.01 2.72
C 1.86 3.29 4.08
H 3.88 5.13 -3.24
H 0.24 -2.25 -7.49
H 2.50 3.65 -5.64
C 0.18 -3.78 4.95
C 2.57 0.15 -0.49
Ir -1.33 0.05 1.12
H -3.80 2.47 -2.53
N 0.01 -0.21 2.80
B 0.74 0.46 -2.34
C -2.77 2.22 2.81
C 1.84 -0.01 -6.92
C -1.53 4.46 1.90
H 1.45 -4.67 -1.88
C 1.33 -3.01 -4.62
C -3.06 3.21 -2.19
S 0.43 -2.08 -0.83
C 3.91 2.09 -0.05
S 2.41 -1.57 -0.25
H 0.42 0.50 5.33
H 2.13 3.70 1.99
C -6.32 -1.59 1.17
H 4.61 3.55 -2.93
C 3.25 4.23 -1.37
H 4.08 4.98 0.50
C 3.69 4.13 -2.84
H 5.10 0.60 1.75
C -0.99 -3.41 4.29
H -3.44 4.20 -2.43
C -1.27 3.76 -3.89
H 2.31 4.21 4.41
C 0.43 4.31 -5.67
N -5.14 -1.74 0.71
H -0.08 6.13 -4.57
N 0.92 -0.80 -3.11
H 1.01 6.37 -5.93
H 3.70 -2.86 -6.26
H -2.96 3.10 -1.12
H 1.97 4.37 -7.16
C 0.74 -4.53 -2.70
S -1.10 0.53 -1.48
H -0.26 -4.62 -2.28
N -1.98 2.13 1.73
C -0.04 3.44 -4.52
H 2.35 0.64 -6.22
H 3.97 -1.60 -7.47
C -3.96 -1.41 0.81
C 0.75 -2.03 -2.55
N -7.39 -1.47 1.57
N 0.69 2.41 -4.13
H 2.20 -3.22 5.41
N -2.79 -1.25 0.79
H 2.25 0.16 -7.92
H -1.54 4.99 -6.36
H 1.65 -2.13 -8.54
C 1.16 1.84 2.31
C 2.03 -1.47 -6.53
H 0.22 -4.70 5.50
C -1.05 -2.23 3.58
C 1.32 -2.38 -7.54
H 1.56 -3.43 -7.37
C 0.06 -1.37 3.53
N 1.28 -0.66 -4.39
H 4.05 -1.20 -5.76
C 0.93 -3.19 -3.31
Cl -0.72 5.84 1.27
C -1.38 3.23 1.28
C 1.92 4.98 -1.27
H 5.30 4.52 -0.71
H 1.45 2.59 6.06
H 0.90 -5.31 -3.43
H 1.07 1.60 1.25
C 0.68 0.90 3.24
C 0.81 1.19 4.61
H 1.61 5.06 -0.23
C -1.77 2.97 -2.88
C 3.63 0.76 0.21
H -0.31 4.86 -7.61
H -0.77 3.14 0.39
C -0.69 4.40 -6.71
H 2.91 3.64 -3.43
H 2.03 5.97 -1.69
```

Results
Kohn-Sham gap (spin up / spin down) = 3.9 / 4.0 eV
Multiplicity = 2
Energy = -113481.2692 eV
LUMO energy (spin up / spin down) = -7.22 / -7.21 eV
⟨S²⟩ = 1.18
Energy above the lowest of the compared OMol25 structures with the same formula, charge and spin = 129.0 kcal per mole
HOMO level (spin up / spin down) = -11.13 / -11.23 eV
Net charge = +2

Results of the Mulliken charge analysis, in e, for atoms 1 through 2: -0.072 -1.723


No. 4
This record from the Open Molecules 2025 dataset describes a structure of composition C46H54As2N7O4SSi2TeTi at a distorted geometry. The level of theory is the ωB97M-V functional and the def2-TZVPD basis.

```
118
Properties=species:S:1:pos:R:3
H 5.44 -0.51 0.28
H -0.77 1.76 3.78
H 1.52 -6.99 1.26
H -2.23 -5.43 0.11
C 1.26 -6.24 2.01
C -3.85 -3.06 0.04
C -0.23 5.51 -1.88
O -2.87 4.79 -3.46
H 3.92 -3.21 5.56
C 2.20 -4.43 -4.92
H -2.47 -1.00 3.53
H 0.73 -0.85 6.36
C 0.24 3.91 -0.12
N -3.50 -3.71 -0.84
C -1.18 -1.44 7.11
N -1.81 -0.89 1.10
H -4.85 1.74 2.94
C -4.13 2.47 2.61
H -0.22 -6.56 -3.68
C 0.83 -2.71 -2.79
H -1.51 3.90 -1.37
H -4.85 2.10 -1.63
H 2.06 4.29 0.98
H -3.67 0.32 -0.40
H 3.01 -4.71 -4.27
S 1.95 -0.73 0.70
N 2.47 1.83 -0.77
H -1.24 -4.51 -5.68
C -3.78 3.96 -3.36
H -5.31 4.16 3.16
H -1.31 2.75 -3.93
H 1.48 -3.30 0.44
H 0.33 -3.43 3.21
H -0.89 5.83 -2.67
H 4.40 -1.73 0.92
C -3.45 4.74 2.29
H 2.68 6.25 -0.34
C -2.97 -1.52 5.53
H -3.18 -2.03 7.60
H 2.16 1.70 -1.74
Si -0.07 -5.04 1.35
H 0.85 1.73 4.49
Te -0.62 -2.83 -1.20
H 1.81 2.20 2.16
C -2.51 -1.70 6.82
C -3.17 0.87 -1.19
C 3.23 0.12 3.78
C -4.39 3.82 2.72
C -1.26 1.22 -2.44
H 2.49 -3.51 -5.43
C 1.41 4.60 0.16
H 2.09 -5.20 -5.68
H -1.06 -2.94 2.27
H -1.23 -4.23 3.45
C -3.18 2.57 -2.89
H 1.06 -6.26 -2.53
C 4.51 -0.19 4.20
N -1.88 0.55 -1.42
Ti -0.47 -0.22 -0.21
H 4.48 1.24 -0.89
C -0.56 -3.80 2.71
C 1.77 5.72 -0.57
N 4.52 -0.92 0.32
H 1.25 7.04 -2.17
H -1.53 5.05 1.39
H 1.29 -4.62 -0.73
C -3.83 1.85 -1.88
H -0.81 -1.57 8.12
H 0.72 3.48 2.77
C -0.96 -3.73 -4.98
H 0.88 -6.77 2.88
H -1.81 -3.56 -4.31
C 0.76 -3.99 -0.01
H 5.77 -1.62 5.17
H -1.23 -6.86 0.05
C 0.96 6.17 -1.60
C 3.73 -2.27 5.06
Si 0.57 -4.20 -3.94
C 0.28 1.53 3.57
C -4.00 -2.14 1.08
C -2.93 2.05 2.05
As -0.33 2.27 0.79
H -0.57 -5.64 -2.23
H 2.74 2.81 -0.67
C -0.31 -1.04 6.11
C -1.87 2.21 -3.18
C 0.18 0.90 -2.53
C 3.42 -0.17 0.12
As 0.37 -0.43 3.24
H -0.79 -2.82 -5.54
C 0.77 2.43 2.44
C -2.25 4.32 1.73
N 3.58 1.02 -0.48
O -4.99 4.04 -3.45
H 0.63 -1.78 -3.33
O 0.98 1.45 -3.29
H -2.72 0.99 1.98
C -0.57 4.39 -1.14
H 5.31 0.51 4.03
C -1.55 -6.04 0.69
H -3.65 5.80 2.38
C 4.77 -1.38 4.84
H 2.17 -5.72 2.29
H 1.64 -2.66 4.79
N -6.04 -1.72 2.55
C -0.75 -0.90 4.80
O 0.55 0.03 -1.64
C -5.13 -1.93 1.88
C 0.18 -5.82 -3.00
H 3.07 1.06 3.28
H -4.01 -1.70 5.29
C -1.99 2.96 1.58
C 2.17 -0.76 3.99
H -2.11 -6.47 1.52
C 2.45 -1.97 4.63
C -2.86 -1.41 1.16
H 1.82 -2.63 -2.34
C -2.10 -1.13 4.54
```

Results
Kohn-Sham gap (spin up / spin down) = 7.1 / 7.2 eV
Multiplicity = 2
Energy = -245876.6748 eV
LUMO energy (spin up / spin down) = -1.02 / -0.90 eV
⟨S²⟩ = 0.76
Energy above the lowest of the compared OMol25 structures with the same formula, charge and spin = 32.2 kcal per mole
HOMO level (spin up / spin down) = -8.07 / -8.07 eV

Results of the Mulliken charge analysis, in e, for atoms 1 through 2: 0.204 0.804